Density functional theory data (wB97M-V/def2-TZVPD) for C8H10OS2 in the gas phase at a distorted geometry.

Last column: natural (NBO) charge in e.
Element x y z (Å)
C: -1.376 0.987 -0.270  -0.2206
C: -1.066 -0.821 1.338  -0.2076
C: -0.002 1.209 -0.316  -0.2223
C: 0.297 -0.818 1.070  -0.2005
C: -1.916 0.034 0.569  0.0105
C: 0.772 0.251 0.270  -0.2178
C: -3.403 -0.132 0.666  -0.6300
C: 2.735 -0.290 -1.826  -0.8129
O: 3.364 1.434 0.222  -0.9049
S: 3.255 -1.445 0.965  -0.5058
S: 2.690 0.161 -0.068  1.5371
H: -2.201 1.540 -0.916  0.2212
H: -1.499 -1.590 1.954  0.2168
H: 0.459 2.095 -0.865  0.2429
H: 0.951 -1.566 1.511  0.2663
H: -3.639 -1.061 0.218  0.2279
H: -3.589 0.026 1.676  0.2263
H: -3.881 0.765 0.173  0.2106
H: 1.695 -0.225 -1.993  0.2403
H: 3.111 0.656 -2.250  0.2483
H: 3.240 -1.208 -2.128  0.2741

Properties
HOMO energy = -8.82 eV
Energy above the lowest of the compared OMol25 structures with the same formula, charge and spin = 33.25 kcal per mole
Charge = 0
Frontier orbital gap = 9.37 eV

Density functional theory data (wB97M-V/def2-TZVPD) for 2 unconnected molecules or ions with the total composition C3H7NO3 at a distorted geometry.

Last column: natural (NBO) charge in e.
Element x y z (Å)
C: -0.630 -1.956 0.449  0.5266
N: -0.691 -0.741 -0.178  -0.6183
C: -0.842 0.454 0.672  -0.3211
C: 0.236 0.607 1.759  0.4277
O: 1.171 1.330 1.582  -0.5023
O: -0.527 -2.094 1.638  -0.6012
H: -0.789 -2.836 -0.189  0.1187
H: -0.697 -0.747 -1.173  0.4029
H: -1.760 0.514 1.272  0.2084
H: -0.757 1.226 -0.093  0.2181
H: 0.076 0.128 2.723  0.1396
H: 1.228 1.814 -2.380  0.4702
H: 1.961 0.724 -3.259  0.4727
O: 2.022 1.577 -2.824  -0.9420

Properties
HOMO energy = -9.72 eV
Energy above the lowest of the compared OMol25 structures with the same formula, charge and spin = 49.76 kcal per mole
Charge = 0
Frontier orbital gap = 9.98 eV

Density functional theory data (wB97M-V/def2-TZVPD) for a molecular structure, C46H82IrNO2SbSi.

Last column: Mulliken charge in e.
Element x y z (Å)
Ir: 0.168 -0.765 0.550  0.5798
C: 0.645 3.436 -5.018  -2.1793
C: 2.040 2.973 -4.597  1.9547
C: 2.616 2.088 -5.714  -1.6482
C: 2.930 4.212 -4.407  -1.6614
C: 2.021 2.178 -3.301  -0.6713
C: 0.858 1.939 -2.601  -0.7351
C: 0.885 1.182 -1.430  -0.5111
N: -0.144 0.915 -0.580  0.3540
C: -1.421 1.403 -0.544  -0.4257
C: -1.850 2.619 -1.049  -0.4644
C: -3.184 2.991 -0.935  -1.1681
C: -4.082 2.123 -0.272  -0.3131
C: -3.714 0.935 0.311  -0.8112
C: -2.338 0.552 0.194  0.4770
O: -1.878 -0.526 0.739  0.4407
C: -4.732 0.053 1.031  2.4026
C: -6.116 0.708 1.087  -2.4736
C: -4.308 -0.225 2.485  -1.1742
C: -4.861 -1.260 0.238  -1.2458
C: -3.628 4.331 -1.510  2.1114
C: -5.137 4.550 -1.389  -2.1936
C: -2.905 5.453 -0.747  -1.6877
C: -3.248 4.394 -2.998  -1.4665
C: 2.126 0.501 -1.048  0.4869
O: 2.075 -0.409 -0.125  0.0297
C: 3.353 0.858 -1.700  -0.6132
C: 3.247 1.681 -2.788  -0.0987
C: 4.724 0.328 -1.261  2.4541
C: 4.844 0.203 0.265  -1.6907
C: 4.965 -1.033 -1.932  -1.4571
C: 5.852 1.273 -1.707  -2.1645
H: 0.718 3.994 -5.952  0.4952
H: 0.200 4.100 -4.273  0.3807
H: -0.030 2.595 -5.187  0.3777
H: 2.647 2.649 -6.650  0.4515
H: 1.997 1.202 -5.868  0.3612
H: 3.632 1.759 -5.491  0.3481
H: 2.938 4.799 -5.326  0.4806
H: 3.961 3.945 -4.174  0.3231
H: 2.552 4.844 -3.601  0.3585
H: -0.087 2.313 -2.962  1.1550
H: -1.136 3.287 -1.507  1.2664
H: -5.108 2.438 -0.186  0.7856
H: -6.090 1.666 1.611  0.4635
H: -6.791 0.047 1.632  0.4613
H: -6.546 0.858 0.096  0.4576
H: -4.172 0.714 3.030  0.3236
H: -3.390 -0.801 2.548  -0.1610
H: -5.098 -0.786 2.987  0.5767
H: -5.289 -1.067 -0.747  0.3828
H: -5.520 -1.952 0.766  0.4418
H: -3.896 -1.747 0.102  -0.0512
H: -5.461 4.590 -0.347  0.4211
H: -5.701 3.769 -1.902  0.4144
H: -5.398 5.503 -1.849  0.4290
H: -3.157 5.426 0.315  0.3610
H: -3.206 6.424 -1.144  0.4697
H: -1.821 5.372 -0.843  0.2962
H: -3.724 3.587 -3.558  0.3363
H: -2.169 4.323 -3.146  0.2342
H: -3.577 5.344 -3.421  0.5026
H: 4.146 1.957 -3.314  0.4017
H: 4.175 -0.549 0.677  0.1378
H: 4.635 1.161 0.747  0.3963
H: 5.867 -0.080 0.518  0.4788
H: 4.231 -1.773 -1.631  0.1635
H: 5.954 -1.409 -1.660  0.4802
H: 4.924 -0.933 -3.019  0.2938
H: 5.685 2.293 -1.356  0.4082
H: 5.987 1.290 -2.789  0.4118
H: 6.791 0.917 -1.282  0.5014
C: -1.332 -3.664 -1.842  -1.8284
C: 0.145 -3.691 -1.423  2.8586
C: 0.713 -5.079 -1.760  -1.6223
C: 0.859 -2.636 -2.281  -1.7367
Si: 0.313 -3.276 0.453  -1.8680
C: 2.082 -3.670 1.177  3.1675
C: 2.424 -2.796 2.394  -1.2785
C: 2.189 -5.148 1.587  -2.0268
C: 3.185 -3.414 0.148  -1.5743
C: -1.059 -4.117 1.544  3.3256
C: -0.766 -3.856 3.029  -2.3028
C: -1.118 -5.636 1.308  -1.8335
C: -2.467 -3.574 1.287  -2.2550
H: -1.391 -3.739 -2.934  0.6355
H: -1.826 -2.733 -1.547  0.1089
H: -1.893 -4.500 -1.429  0.3496
H: 0.511 -5.295 -2.815  0.5876
H: 0.251 -5.871 -1.171  0.2961
H: 1.791 -5.139 -1.618  0.3038
H: 0.814 -2.936 -3.334  0.8104
H: 1.905 -2.509 -2.014  0.2663
H: 0.368 -1.660 -2.197  0.1833
H: 1.656 -2.805 3.167  0.1088
H: 2.594 -1.759 2.088  -0.2165
H: 3.356 -3.159 2.844  0.6499
H: 1.564 -5.398 2.442  0.4237
H: 3.227 -5.352 1.874  0.5758
H: 1.939 -5.826 0.769  0.3177
H: 3.194 -2.378 -0.164  -0.6269
H: 3.099 -4.049 -0.733  0.3737
H: 4.156 -3.632 0.609  0.7315
H: 0.152 -4.330 3.373  0.3267
H: -1.587 -4.258 3.632  0.6762
H: -0.696 -2.784 3.237  0.3584
H: -0.174 -6.141 1.492  0.3211
H: -1.443 -5.878 0.295  0.3563
H: -1.860 -6.065 1.992  0.5225
H: -2.513 -2.503 1.435  -0.1061
H: -3.160 -4.041 1.998  0.5821
H: -2.833 -3.799 0.288  0.3826
C: -1.480 -0.462 5.053  -1.0344
C: 0.024 -0.305 4.843  -0.7920
Sb: 0.480 0.499 2.909  -0.7682
C: -0.706 2.284 2.929  -0.1399
C: -0.466 3.162 4.154  -1.2868
C: 2.464 1.284 3.132  -0.0149
C: 2.978 1.337 4.568  -1.4565
H: -1.687 -0.863 6.046  0.4860
H: -1.924 -1.143 4.324  0.1095
H: -2.001 0.494 4.970  0.2525
H: 0.544 -1.259 4.934  0.4955
H: 0.458 0.373 5.580  0.6725
H: -1.752 1.978 2.848  0.0167
H: -0.462 2.812 2.004  0.4662
H: -0.711 2.638 5.079  0.2789
H: -1.081 4.063 4.116  0.4470
H: 0.576 3.480 4.220  0.2780
H: 2.448 2.276 2.675  0.5141
H: 3.104 0.662 2.506  -0.1103
H: 2.354 1.970 5.201  0.3090
H: 3.991 1.741 4.596  0.3945
H: 3.009 0.345 5.020  0.3047

Properties
HOMO energy (spin up / spin down) = -9.14 / -10.80 eV
Energy above the lowest of the compared OMol25 structures with the same formula, charge and spin = 0.00 kcal per mole
Charge = +1
Frontier orbital gap (spin up / spin down) = 7.43 / 5.71 eV
2S+1 = 5

Density functional theory data (wB97M-V/def2-TZVPD) for a molecular structure, C18H31N2Ti at a distorted geometry.

Last column: natural (NBO) charge in e.
Element x y z (Å)
C: 1.172 1.923 -0.298  -0.5880
H: 1.511 2.222 0.699  0.2440
H: 1.999 1.932 -1.015  0.2565
H: 1.992 0.401 0.412  -0.1055
C: 0.007 2.811 -0.731  -0.4452
H: -0.709 2.274 -1.374  0.2180
H: -0.562 3.106 0.161  0.2343
C: 0.456 4.086 -1.467  -0.5860
H: -0.411 4.682 -1.768  0.2575
H: 1.082 4.720 -0.826  0.2381
H: 1.032 3.857 -2.373  0.2223
C: -0.389 -1.968 -0.860  -0.1361
C: -0.792 -0.916 -1.772  -0.0638
C: 0.401 -0.362 -2.363  -0.0949
C: 1.537 -1.043 -1.795  -0.0742
C: 1.054 -2.031 -0.866  -0.0844
C: 1.875 -3.044 -0.145  -0.6482
C: 2.963 -0.829 -2.176  -0.6442
C: 0.442 0.639 -3.468  -0.6515
C: -2.189 -0.640 -2.213  -0.6656
C: -1.294 -2.912 -0.149  -0.6414
Ti: 0.410 -0.058 -0.097  1.6940
H: 3.624 -1.117 -1.353  0.2411
H: 3.261 -1.416 -3.057  0.2704
H: 3.157 0.225 -2.409  0.2334
H: 2.891 -2.677 0.025  0.2453
H: 1.429 -3.281 0.826  0.2367
H: 1.955 -3.985 -0.708  0.2811
H: -2.264 -2.457 0.079  0.2326
H: -1.488 -3.810 -0.753  0.2738
H: -0.848 -3.249 0.794  0.2387
H: -2.286 0.361 -2.652  0.2395
H: -2.510 -1.364 -2.978  0.2775
H: -2.901 -0.714 -1.384  0.2344
H: 1.269 1.348 -3.340  0.2360
H: 0.580 0.161 -4.451  0.2799
H: -0.487 1.216 -3.519  0.2377
C: 0.086 0.114 5.449  -0.6704
C: -0.452 0.069 4.081  0.2791
C: -1.769 0.166 3.631  -0.3087
C: -1.734 0.112 2.240  0.2373
N: -0.438 -0.060 1.843  -0.4925
N: 0.303 -0.081 2.986  -0.3161
C: -2.860 0.239 1.304  -0.6510
H: -0.224 1.039 5.949  0.2713
H: -0.282 -0.734 6.040  0.2726
H: 1.180 0.076 5.446  0.2399
H: -2.639 0.278 4.250  0.2660
H: 1.318 -0.150 2.961  0.4322
H: -3.471 -0.679 1.317  0.2647
H: -3.485 1.100 1.589  0.2755
H: -2.501 0.419 0.278  0.2065

Properties
HOMO energy (spin up / spin down) = -15.87 / -15.86 eV
Charge = +2
Frontier orbital gap (spin up / spin down) = 8.00 / 6.15 eV
2S+1 = 2

Q: Which of these has the highest charge?
A: C18H31N2Ti

Q: Which of these has the highest charge?
A: C18H31N2Ti